ORCA calculation (ωB97M-V with the def2-TZVPD basis set) on an isolated molecule of C4H9N3.

```
16
Properties=species:S:1:pos:R:3:forces:R:3:mulliken_charge:R:1
H 1.4318 2.1012 -0.3680 -1.977 -2.556 1.464 0.188
N 0.6590 1.4218 0.1281 3.695 1.336 -0.978 -0.701
C 0.9965 0.1834 0.3355 -0.253 1.825 2.420 0.330
N 2.2700 -0.3760 0.1266 -3.505 -3.027 1.883 -0.487
C -0.2510 -0.5977 0.9386 0.154 -0.789 -3.323 -0.043
C -0.7917 -0.8561 -0.6343 0.759 -0.261 1.176 -0.617
C -1.6375 0.4090 -0.5119 1.811 0.139 1.454 -0.404
N -1.4702 0.2308 1.1331 0.954 2.373 -2.267 -0.652
H 2.2654 -1.4477 0.0881 0.524 2.551 -0.332 0.248
H 2.7893 0.2068 -0.4437 1.607 0.512 -1.512 0.240
H -0.2122 -1.4994 1.6663 0.632 1.633 -1.365 0.359
H -0.0565 -0.6520 -1.4397 -0.203 -1.199 0.471 0.285
H -1.2665 -1.8329 -0.6229 -0.303 0.146 -0.650 0.341
H -0.9405 1.2856 -1.0474 -2.810 -2.036 1.876 0.252
H -2.6484 0.2557 -0.8496 -0.415 0.562 0.038 0.344
H -1.1375 1.1674 1.5014 -0.670 -1.210 -0.355 0.317
```
Positions in Å, forces in eV/Å.

LUMO level	0.88	eV
highest occupied orbital energy	-0.3314	Ha
SMILES	[H]/N=C(\N)[C@@H]1CCN1
Kohn-Sham gap	9.89	eV

=====

ORCA calculation (ωB97M-V with the def2-TZVPD basis set) on an isolated molecule of C4H9N3.

```
16
Properties=species:S:1:pos:R:3:forces:R:3:mulliken_charge:R:1
C 1.3425 0.4735 2.1186 -0.502 0.433 0.014 -0.333
N 0.7592 -0.3583 1.3744 -2.428 0.982 -0.036 -0.446
C -0.4651 0.2137 0.3566 5.245 -1.142 3.826 0.184
N -1.3268 1.1342 0.8761 0.174 -0.185 0.013 -0.439
C -0.0002 -0.2667 -0.7564 -5.726 0.952 -4.831 0.475
C 0.8710 -1.3729 -1.2033 0.609 0.397 0.338 -0.996
N -1.0430 0.1673 -1.9272 2.378 -0.666 0.730 -0.605
H 2.0336 0.1194 2.8844 0.268 -0.096 -0.289 0.270
H 1.1739 1.5615 2.0989 -0.198 -0.156 0.021 0.242
H -1.7692 1.8520 0.3227 0.059 -0.347 0.200 0.159
H -1.6361 0.9489 1.8204 -0.128 0.263 -0.364 0.229
H 0.2916 -2.1134 -1.7537 -0.087 0.037 0.002 0.292
H 1.6383 -0.9775 -1.8701 0.037 -0.116 -0.080 0.248
H 1.3524 -1.8310 -0.3440 -0.004 -0.096 -0.088 0.350
H -1.6670 -0.5808 -2.2063 0.110 0.030 0.269 0.170
H -1.5551 1.0302 -1.7910 0.192 -0.290 0.274 0.199
```
Positions in Å, forces in eV/Å.

LUMO level	0.84	eV
highest occupied orbital energy	-0.2941	Ha
SMILES	C=N/C(N)=C(\C)N
Kohn-Sham gap	8.84	eV

=====

ORCA calculation (ωB97M-V with the def2-TZVPD basis set) on an isolated molecule of C4H9N3.

```
16
Properties=species:S:1:pos:R:3:forces:R:3:mulliken_charge:R:1
C -0.0867 -1.1348 -2.1381 0.174 -0.113 -0.001 -1.148
C 0.1672 -0.3785 -0.8915 0.334 0.849 -0.073 0.420
N 0.9226 0.6646 -0.6974 -0.010 -0.918 -0.749 -0.802
N 0.3766 1.0524 0.5165 -1.747 -1.230 0.116 0.032
C 1.3243 1.4255 1.5428 0.538 -0.031 0.300 -0.818
C -0.4979 -0.4080 0.4333 1.218 1.424 0.858 0.157
N -1.8826 -0.5017 0.5372 -0.062 0.125 -0.044 -0.521
H -0.0812 -2.2099 -1.9486 -0.022 0.022 -0.054 0.300
H 0.6859 -0.8979 -2.8682 -0.034 0.005 -0.035 0.334
H -1.0610 -0.8762 -2.5624 0.035 -0.019 -0.001 0.260
H 2.3548 1.0985 1.3516 -0.186 -0.101 -0.203 0.308
H 1.3408 2.5124 1.6257 0.000 0.052 0.125 0.276
H 1.0602 1.0097 2.5194 -0.266 0.063 -0.123 0.328
H 0.0103 -1.0079 1.1878 -0.031 -0.152 -0.123 0.417
H -2.3839 0.1167 -0.0859 0.023 0.015 0.110 0.222
H -2.2493 -0.4650 1.4776 0.037 0.009 -0.103 0.234
```
Positions in Å, forces in eV/Å.

LUMO level	0.92	eV
highest occupied orbital energy	-0.2952	Ha
SMILES	CC1=NN(C)[C@H]1N
Kohn-Sham gap	8.96	eV

=====

ORCA calculation (ωB97M-V with the def2-TZVPD basis set) on a cluster of 2 separate species, C4H9N3 in total.

```
16
Properties=species:S:1:pos:R:3:forces:R:3:mulliken_charge:R:1
H -0.3280 -0.6323 -3.1753 -0.769 -0.705 0.916 0.245
N -0.0966 0.0465 -2.4652 1.359 1.138 -1.113 -0.578
C -0.2424 0.0519 -1.2139 -0.462 0.116 -2.313 0.306
C -1.0327 -0.9430 -0.5809 -1.239 -2.016 1.952 0.333
N -1.6282 -1.7608 -0.0130 0.423 1.025 -1.044 -0.456
C 0.3390 1.1848 -0.4728 2.234 -0.496 -0.612 -0.200
C -0.5577 1.7833 0.5331 0.221 2.529 1.616 -1.166
H 1.2645 0.7192 -0.0419 -0.685 0.552 0.276 0.239
H 0.7636 1.8847 -1.2229 -0.670 -0.392 0.320 0.301
H -0.3709 1.3107 1.5142 -0.557 0.410 -0.343 0.279
H -1.6044 1.8053 0.2718 -0.409 -0.680 -0.114 0.373
H -0.3750 2.9140 0.5984 0.203 -1.564 0.286 0.322
N 0.8601 -1.8415 1.4623 0.073 -0.903 -1.565 -0.689
H 1.5397 -1.6079 2.1489 1.193 0.051 0.169 0.212
H 1.2300 -2.4691 0.6954 -0.065 1.172 1.389 0.247
H 0.2391 -2.4457 1.9621 -0.848 -0.238 0.180 0.233
```
Positions in Å, forces in eV/Å.

LUMO level	0.49	eV
highest occupied orbital energy	-0.3657	Ha
SMILES	[H]/N=C(\C#N)CC.N
Kohn-Sham gap	10.44	eV

=====

ORCA calculation (ωB97M-V with the def2-TZVPD basis set) on an isolated molecule of C4H9N3O.

```
17
Properties=species:S:1:pos:R:3:forces:R:3:mulliken_charge:R:1
C -0.4799 -1.0593 -0.3894 -0.014 0.482 0.344 -1.013
C 0.2127 -0.1467 0.6334 -1.004 0.322 -0.025 0.665
C 0.4424 -0.0718 -1.0059 -3.301 2.365 1.226 0.665
N -1.7341 0.8703 1.3415 -0.749 -0.069 -0.174 -0.215
N 1.2675 -0.6583 1.4172 0.774 -0.219 -0.198 -0.574
C 1.4685 -0.2187 -1.8620 1.090 0.281 -0.790 -0.980
O -0.3536 1.5024 -1.0539 1.199 -1.539 -0.906 -0.603
N -0.4411 0.9646 1.1885 1.444 -0.920 0.888 -0.395
H -1.2935 1.4911 -1.3206 0.666 -0.665 -0.264 0.273
H -2.1783 1.6742 1.7686 -0.014 -0.490 -0.194 0.226
H -2.2267 -0.0045 1.1630 0.016 0.479 0.091 0.208
H 1.1066 -0.5716 2.4136 -0.088 0.100 -0.227 0.254
H 2.1621 -0.2475 1.1782 -0.058 -0.032 0.071 0.272
H -0.1441 -2.0917 -0.3707 0.009 0.123 -0.027 0.334
H -1.5400 -0.9185 -0.5844 0.076 -0.097 -0.041 0.310
H 1.5480 -1.0927 -2.4959 0.093 -0.163 0.281 0.280
H 2.1834 0.5787 -2.0211 -0.139 0.041 -0.054 0.292
```
Positions in Å, forces in eV/Å.

LUMO level (spin up / spin down)	-0.53 / 0.73	eV
highest occupied orbital energy (spin up / spin down)	-0.2611 / -0.2826	Ha
Kohn-Sham gap (spin up / spin down)	6.57 / 8.42	eV

=====

ORCA calculation (ωB97M-V with the def2-TZVPD basis set) on a cluster of 2 separate species, C4H9N3O in total.

```
17
Properties=species:S:1:pos:R:3:forces:R:3:mulliken_charge:R:1
C 0.2059 2.1103 -1.5700 -0.065 -0.143 -0.017 -0.924
C 0.6328 0.9059 -1.2036 0.557 0.005 -0.564 0.667
C 1.8552 0.2384 -1.7687 0.008 0.204 -0.005 -1.215
N -0.0614 0.1746 -0.2515 -0.724 -0.760 0.430 -0.420
C 0.0824 -0.9578 0.1922 0.852 1.144 -0.233 0.875
O 0.4476 -1.9892 0.6043 -0.052 -0.375 -0.163 -0.506
H 0.7415 2.6878 -2.3035 0.129 0.017 -0.091 0.267
H -0.7062 2.5257 -1.1755 -0.077 0.041 0.166 0.292
H 2.3482 0.8797 -2.4957 0.029 -0.007 -0.008 0.336
H 2.5582 0.0013 -0.9696 0.051 -0.013 0.020 0.312
H 1.5844 -0.6993 -2.2550 -0.028 -0.044 -0.023 0.310
N -1.7460 -0.7932 1.5236 -0.299 1.294 0.126 -0.398
N -1.1915 -0.9520 2.8262 -0.362 -0.017 -0.161 -0.537
H -1.8881 0.2308 1.2748 -0.184 -2.205 0.619 0.290
H -2.4864 -1.4593 1.2948 0.053 0.747 0.104 0.199
H -0.4819 -1.6774 2.7649 -0.108 0.042 0.037 0.230
H -1.8948 -1.2265 3.5121 0.220 0.071 -0.236 0.223
```
Positions in Å, forces in eV/Å.

LUMO level	0.89	eV
highest occupied orbital energy	-0.3212	Ha
SMILES	C=C(C)N=C=O.NN
Kohn-Sham gap	9.63	eV

=====

ORCA calculation (ωB97M-V with the def2-TZVPD basis set) on a structure of composition C4H9N3O.

```
17
Properties=species:S:1:pos:R:3:forces:R:3:mulliken_charge:R:1
C 0.5086 0.8076 0.9899 -0.413 -0.056 -0.702 -0.681
C 1.8513 -0.8667 -0.3016 -0.442 -0.871 -0.304 -0.919
N 0.5729 -0.3969 0.1735 -2.196 0.115 0.677 -0.056
C -0.1210 1.6086 -0.1078 -1.301 1.288 -1.059 0.533
N -1.4195 1.0046 -0.5093 1.475 0.390 0.136 -0.460
C -0.9924 -0.9037 -0.2142 3.141 -0.842 1.386 0.029
N -1.8861 -1.1253 0.6796 0.835 -0.439 0.150 -0.771
O 0.3507 2.4850 -0.8043 -0.126 -0.962 0.803 -0.572
H -2.1392 0.9054 0.2098 0.150 0.337 -0.550 0.338
H -1.6628 1.2404 -1.4654 -0.357 0.277 0.369 0.256
H -2.2261 -2.0858 0.6103 -0.317 0.461 -0.294 0.232
H -0.1270 0.6921 1.8789 0.133 0.002 -0.109 0.324
H 1.4831 1.2365 1.2394 -0.180 -0.262 -0.022 0.381
H -0.8041 -1.5744 -1.0585 -0.179 0.459 -0.369 0.443
H 2.1638 -1.7603 0.2565 0.164 0.041 -0.143 0.306
H 2.6627 -0.1317 -0.2164 -0.480 0.134 0.064 0.324
H 1.7853 -1.1354 -1.3603 0.093 -0.072 -0.032 0.294
```
Positions in Å, forces in eV/Å.

LUMO level	0.85	eV
highest occupied orbital energy	-0.2993	Ha
Kohn-Sham gap	8.99	eV

=====

ORCA calculation (ωB97M-V with the def2-TZVPD basis set) on an isolated molecule of C4H9N3O.

```
17
Properties=species:S:1:pos:R:3:forces:R:3:mulliken_charge:R:1
C 0.1610 -1.5922 -0.7356 -1.077 -1.502 -4.829 -1.032
N -0.0401 -0.2822 -0.4147 0.198 2.426 2.447 0.163
C -0.8478 0.6688 -1.1022 -1.203 1.094 0.732 -0.638
C -0.8023 1.9040 -0.0853 0.367 0.294 -1.325 -0.382
N 0.2387 1.5582 0.8939 -0.749 0.502 0.394 -0.690
C 0.5252 0.3463 0.6783 1.334 -0.403 -1.086 0.268
N 1.5917 -0.3140 1.3415 -0.091 1.084 -0.055 -0.221
O 1.1458 -1.5703 1.8376 -1.128 0.555 0.312 -0.400
H 0.2450 -1.5855 -1.9027 -0.158 -0.523 1.686 0.312
H 1.0704 -1.9631 -0.4010 1.452 -0.706 0.791 0.457
H -0.6778 -2.2503 -0.4991 0.008 -0.227 0.181 0.275
H -0.4963 0.9115 -2.0957 0.627 0.113 -0.303 0.317
H -1.8714 0.3377 -1.2659 -0.237 -0.246 0.218 0.329
H -0.4855 2.8254 -0.6517 -0.530 -0.771 0.707 0.277
H -1.7838 2.0830 0.4099 0.709 -0.085 -0.320 0.271
H 1.8462 0.3086 2.1214 -0.112 -0.616 -0.181 0.336
H 0.1810 -1.3861 1.8715 0.588 -0.990 0.632 0.358
```
Positions in Å, forces in eV/Å.

LUMO level	0.74	eV
highest occupied orbital energy	-0.3078	Ha
SMILES	CN1CCN=C1NO
Kohn-Sham gap	9.12	eV